C59H60BGe2N9S4Sn | the ωB97M-V functional and the def2-TZVPD basis

XYZ file:
```
136
Properties=species:S:1:pos:R:3:lowdin_charge:R:1
Sn -1.719 2.849 -0.304 0.909
C -3.580 0.460 3.346 -0.087
C -2.969 0.507 2.093 -0.150
N -3.132 1.708 1.563 -0.034
N -3.825 2.448 2.424 -0.033
C -4.109 1.723 3.513 -0.114
B -4.376 3.830 2.053 -0.601
N -4.870 3.720 0.609 -0.066
C -5.825 2.899 0.148 -0.105
C -5.913 3.069 -1.217 -0.072
C -4.944 4.030 -1.499 -0.182
N -4.322 4.407 -0.393 0.030
N -3.303 4.907 2.106 -0.063
C -3.450 6.168 2.532 -0.106
C -2.273 6.844 2.287 -0.084
C -1.454 5.888 1.686 -0.165
N -2.095 4.738 1.589 -0.031
H -3.618 -0.368 4.027 0.082
H -2.433 -0.261 1.564 0.060
H -4.648 2.150 4.337 0.112
H -5.268 4.115 2.801 0.112
H -6.370 2.252 0.810 0.114
H -6.568 2.571 -1.904 0.081
H -4.691 4.479 -2.438 0.084
H -4.365 6.506 2.979 0.108
H -2.050 7.870 2.507 0.075
H -0.446 5.975 1.331 0.102
C -2.279 -6.339 0.482 -0.057
C -1.746 -5.401 -0.563 -0.279
C -2.536 -4.390 -1.083 -0.016
C -2.067 -3.528 -2.065 -0.226
C -2.949 -2.469 -2.643 -0.036
C -0.757 -3.682 -2.522 -0.164
C 0.052 -4.696 -2.009 -0.203
C 1.463 -4.845 -2.492 -0.016
C -0.452 -5.548 -1.040 -0.020
C -0.252 -2.847 -3.638 -0.233
C -0.305 -3.391 -4.920 -0.050
C 0.173 -2.692 -6.010 -0.075
C 0.692 -1.425 -5.817 -0.042
C 0.724 -0.852 -4.551 -0.225
C 0.272 -1.576 -3.444 -0.175
Ge 0.169 -0.627 -1.639 0.104
S -1.491 0.761 -1.930 0.097
S 2.241 0.003 -0.875 0.239
Ge 1.161 0.001 1.156 0.066
S 0.368 2.005 1.352 0.112
S -0.228 -1.694 0.380 0.211
C 2.275 -0.635 2.777 -0.165
C 2.223 0.107 3.962 -0.234
C 3.021 -0.235 5.050 -0.041
C 3.864 -1.326 4.999 -0.074
C 3.884 -2.090 3.852 -0.047
C 3.100 -1.756 2.746 -0.225
C 3.218 -2.753 1.652 -0.144
C 2.408 -3.890 1.679 -0.210
C 1.222 -3.989 2.589 -0.045
C 2.711 -4.959 0.848 -0.019
C 3.800 -4.929 -0.006 -0.296
C 4.163 -6.125 -0.839 -0.068
C 4.577 -3.779 -0.045 -0.012
C 4.307 -2.697 0.778 -0.218
C 5.193 -1.489 0.751 -0.039
C 1.264 1.207 4.215 -0.222
C 1.644 2.544 4.180 -0.284
C 3.016 2.954 3.735 -0.041
C 0.709 3.525 4.485 -0.031
C -0.587 3.199 4.842 -0.261
C -1.626 4.249 5.089 -0.042
C -0.931 1.857 4.934 -0.013
C -0.030 0.859 4.612 -0.225
C -0.445 -0.582 4.627 -0.025
C 1.211 0.540 -4.415 -0.168
C 2.512 0.801 -3.989 -0.272
C 3.524 -0.302 -3.856 -0.075
C 2.886 2.112 -3.722 -0.030
C 2.004 3.161 -3.912 -0.260
C 2.341 4.562 -3.496 -0.050
C 0.761 2.893 -4.474 -0.007
C 0.348 1.597 -4.732 -0.220
C -1.014 1.333 -5.298 -0.046
H -3.294 -6.065 0.757 0.068
H -1.659 -6.306 1.376 0.071
H -2.282 -7.365 0.113 0.074
H -3.546 -4.267 -0.715 0.112
H -3.989 -2.639 -2.375 0.078
H -2.859 -2.433 -3.728 0.087
H -2.657 -1.486 -2.263 0.000
H 1.563 -4.522 -3.527 0.076
H 1.797 -5.878 -2.410 0.069
H 2.115 -4.223 -1.878 0.086
H 0.175 -6.340 -0.651 0.108
H -0.721 -4.382 -5.050 0.118
H 0.141 -3.129 -7.002 0.097
H 1.074 -0.860 -6.656 0.119
H 2.958 0.367 5.948 0.121
H 4.480 -1.591 5.850 0.096
H 4.508 -2.974 3.799 0.122
H 1.333 -3.352 3.464 0.073
H 1.064 -5.018 2.911 0.076
H 0.337 -3.658 2.043 0.019
H 2.085 -5.841 0.887 0.108
H 3.323 -6.812 -0.913 0.062
H 5.001 -6.660 -0.387 0.075
H 4.458 -5.826 -1.843 0.076
H 5.427 -3.734 -0.715 0.113
H 6.048 -1.653 0.098 0.073
H 5.552 -1.248 1.752 0.078
H 4.628 -0.632 0.383 0.038
H 3.694 2.103 3.705 0.070
H 3.426 3.714 4.401 0.074
H 2.952 3.373 2.732 0.074
H 0.993 4.565 4.400 0.115
H -1.226 5.244 4.912 0.070
H -2.011 4.191 6.108 0.076
H -2.457 4.102 4.405 0.058
H -1.938 1.591 5.225 0.103
H -1.441 -0.692 5.047 0.065
H 0.257 -1.195 5.195 0.082
H -0.464 -0.960 3.603 0.066
H 3.036 -1.273 -3.821 0.069
H 4.113 -0.177 -2.951 0.041
H 4.207 -0.284 -4.710 0.080
H 3.872 2.295 -3.315 0.113
H 3.382 4.654 -3.193 0.066
H 1.715 4.834 -2.647 0.080
H 2.147 5.271 -4.301 0.074
H 0.084 3.711 -4.669 0.102
H -1.472 2.255 -5.648 0.067
H -1.649 0.912 -4.518 0.024
H -0.979 0.616 -6.119 0.071
N -1.583 4.180 -2.359 -0.027
C -2.167 4.300 -3.370 -0.433
N -2.632 4.603 -4.492 0.070
C -3.631 4.278 -5.217 -0.472
N -4.485 4.099 -5.979 0.045
```

For the energy above the lowest of the compared OMol25 structures with the same formula, charge and spin, the calculation gives 1.235 eV. The LUMO energy is 3.748 eV. As for the total charge: -2. Its HOMO-LUMO gap is 5.9 eV.